ORCA calculation (wB97M-V/def2-TZVPD) on C29H60F3MgN2O10S3 as an isolated structure at a distorted geometry.

Each line ends with the Löwdin spin population.
Cartesian coordinates (Å):
Mg 4.216 -1.770 -1.477  0.01
C 0.978 -0.576 -1.604  0.00
O 0.756 -0.105 -0.232  0.00
O 2.306 -1.133 -1.574  0.00
C -0.206 -1.247 -2.432  0.00
F 0.024 -1.424 -3.754  0.00
F -0.470 -2.455 -1.984  0.00
F -1.327 -0.508 -2.474  0.00
C -0.303 0.881 -0.059  0.00
C -0.338 1.001 1.494  0.00
H 0.478 1.469 2.044  0.00
H -1.298 1.426 1.788  0.00
H -0.504 0.044 1.988  0.00
H -1.233 0.441 -0.419  0.00
H -0.044 1.823 -0.543  0.00
H 1.000 0.384 -2.120  0.00
C -3.486 -1.856 0.535  0.00
C -2.588 -3.042 0.512  0.00
N -1.916 -3.949 0.503  0.00
H -3.286 -1.286 1.442  0.00
H -4.535 -2.111 0.692  0.00
H -3.342 -1.274 -0.375  0.00
C -3.864 -4.177 -2.914  0.00
C -4.675 -2.907 -2.832  0.00
N -5.258 -1.896 -2.783  0.00
H -4.052 -4.776 -3.805  0.00
H -4.244 -4.855 -2.150  0.00
H -2.790 -3.989 -2.924  0.00
C 2.149 -3.203 1.600  0.00
S 3.197 -4.076 0.313  0.00
O 4.260 -3.169 -0.337  0.00
C 1.808 -4.538 -0.788  0.00
H 2.771 -2.572 2.234  0.00
H 1.726 -3.963 2.257  0.00
H 1.382 -2.582 1.137  0.00
H 1.525 -3.720 -1.450  0.00
H 0.905 -4.857 -0.268  0.00
H 1.986 -5.468 -1.329  0.00
C 4.398 -3.698 -5.344  0.00
S 3.486 -4.300 -3.831  0.00
O 3.861 -3.230 -2.840  0.00
C 1.796 -3.927 -4.398  0.00
H 4.075 -2.676 -5.541  0.00
H 4.088 -4.160 -6.281  0.00
H 5.464 -3.894 -5.225  0.00
H 1.632 -4.073 -5.465  0.00
H 1.801 -2.838 -4.445  0.00
H 1.007 -4.450 -3.858  0.00
C 3.584 0.640 1.803  0.00
S 4.940 0.819 0.549  0.00
O 4.816 -0.343 -0.409  0.00
C 4.229 2.274 -0.309  0.00
H 3.687 -0.203 2.486  0.00
H 2.650 0.459 1.271  0.00
H 3.469 1.526 2.428  0.00
H 4.304 3.181 0.291  0.00
H 3.176 2.060 -0.492  0.00
H 4.841 2.420 -1.198  0.00
C 0.841 0.560 4.840  0.00
C 0.202 -0.825 4.838  0.00
O 0.815 -1.829 4.501  0.00
C -1.304 -0.936 4.998  0.00
H 1.081 1.023 5.797  0.00
H 0.343 1.322 4.241  0.00
H 1.737 0.357 4.253  0.00
H -1.574 -1.170 6.028  0.00
H -1.723 -1.711 4.356  0.00
H -1.746 0.028 4.750  0.00
C -0.103 4.031 3.691  0.00
C -0.822 5.312 3.393  0.00
O -0.978 5.694 2.216  0.00
C -1.307 6.183 4.532  0.00
H 0.329 3.838 2.709  0.00
H -0.807 3.231 3.920  0.00
H 0.714 4.255 4.377  0.00
H -2.323 6.547 4.379  0.00
H -0.650 7.051 4.573  0.00
H -1.237 5.673 5.493  0.00
C -4.617 2.951 4.056  0.00
C -4.308 1.960 3.001  0.00
O -4.432 0.744 3.144  0.00
C -3.762 2.561 1.709  0.00
H -5.370 3.618 3.637  0.00
H -3.692 3.469 4.313  0.00
H -4.829 2.588 5.061  0.00
H -3.792 1.831 0.899  0.00
H -2.735 2.920 1.783  0.00
H -4.388 3.392 1.385  0.00
C 4.186 1.183 -4.632  0.07
C 5.109 0.422 -3.707  0.44
O 4.628 -0.584 -3.132  0.27
C 6.510 0.934 -3.461  0.08
H 4.729 1.716 -5.413  0.01
H 3.760 1.908 -3.940  0.03
H 3.512 0.425 -5.032  0.01
H 7.111 0.856 -4.367  0.03
H 7.007 0.469 -2.610  0.00
H 6.600 1.979 -3.167  0.03
C -6.601 0.982 -0.889  0.00
C -5.706 2.208 -1.291  0.00
O -6.127 3.342 -0.994  0.00
C -4.425 1.933 -2.064  0.00
H -6.536 0.151 -1.590  0.00
H -7.632 1.334 -0.907  0.00
H -6.326 0.737 0.137  0.00
H -4.483 2.732 -2.803  0.00
H -4.379 1.011 -2.643  0.00
H -3.514 2.022 -1.472  0.00

Its spin multiplicity is 2. For the lowest unoccupied orbital energy (alpha / beta), the calculation gives 0.1 / 0.1 eV. The calculation puts the orbital gap (alpha / beta) at 2.668 / 7.031 eV. Its highest occupied orbital energy (alpha / beta) is -2.54 / -6.91 eV. The max |F| is 4.86 eV/A. The molecular weight comes out at 774.30 g/mol.



ORCA calculation (wB97M-V/def2-TZVPD) on a 4-piece molecular cluster, C29H61BrN2O4P overall at a distorted geometry.

Each line ends with the Löwdin charge.
Cartesian coordinates (Å):
C 0.203 -2.205 -3.225  -0.06
C 0.200 -0.794 -2.535  -0.24
O -0.986 -0.075 -2.880  -0.17
C -0.826 0.712 -4.046  -0.18
C -1.314 -0.049 -5.324  -0.19
O -2.513 -0.771 -5.087  -0.13
C -2.539 -1.979 -5.828  -0.19
C -3.600 -2.978 -5.322  -0.16
O -4.914 -2.589 -5.764  -0.13
C -5.933 -3.336 -5.085  -0.14
C -6.704 -2.352 -4.194  -0.06
C -6.604 -2.406 -2.768  -0.01
N -7.206 -1.662 -1.856  0.16
N -7.940 -0.748 -2.448  0.03
C -8.120 -0.524 -3.734  -0.36
P -9.213 0.942 -4.231  0.59
O -10.623 0.250 -4.745  -0.35
Br -8.172 1.727 -6.083  0.33
C -7.532 -1.331 -4.737  0.04
H -0.825 -2.539 -3.462  0.06
H 0.771 -2.175 -4.181  0.07
H 0.721 -2.959 -2.599  0.07
H 0.180 -0.929 -1.437  0.10
H 1.137 -0.289 -2.847  0.12
H -1.409 1.645 -3.901  0.13
H 0.224 1.034 -4.220  0.13
H -1.440 0.719 -6.123  0.13
H -0.471 -0.695 -5.651  0.11
H -1.557 -2.485 -5.666  0.12
H -2.670 -1.774 -6.915  0.14
H -3.370 -3.942 -5.835  0.14
H -3.514 -3.123 -4.226  0.13
H -6.587 -3.710 -5.901  0.15
H -5.523 -4.203 -4.537  0.13
H -5.930 -3.179 -2.362  0.14
H -8.438 -0.126 -1.800  0.18
H -11.165 0.967 -5.123  0.06
H -7.691 -1.164 -5.806  0.11
C 3.031 -1.065 0.338  -0.11
C 3.235 -0.768 1.821  -0.26
C 2.074 0.005 2.442  -0.23
C 1.833 1.394 1.852  -0.23
C 3.026 2.348 1.920  -0.27
C 3.462 2.665 3.346  -0.11
H 2.965 -0.149 -0.253  0.06
H 3.870 -1.646 -0.049  0.07
H 2.118 -1.645 0.179  0.06
H 4.175 -0.228 1.963  0.09
H 3.345 -1.717 2.354  0.11
H 2.243 0.091 3.519  0.10
H 1.157 -0.585 2.330  0.10
H 0.986 1.849 2.376  0.11
H 1.520 1.295 0.807  0.09
H 2.748 3.282 1.424  0.11
H 3.872 1.943 1.357  0.10
H 2.643 3.113 3.913  0.08
H 4.292 3.374 3.335  0.07
H 3.799 1.771 3.873  0.06
C 7.187 0.157 4.139  -0.11
C 7.755 1.416 3.494  -0.27
C 9.220 1.669 3.848  -0.23
C 9.498 1.902 5.335  -0.23
C 8.727 3.063 5.964  -0.27
C 9.064 4.416 5.346  -0.11
H 7.197 0.222 5.229  0.07
H 6.151 0.008 3.826  0.05
H 7.759 -0.724 3.841  0.08
H 7.141 2.279 3.770  0.09
H 7.673 1.317 2.407  0.10
H 9.578 2.526 3.271  0.10
H 9.818 0.814 3.515  0.11
H 10.571 2.078 5.462  0.11
H 9.276 0.989 5.895  0.10
H 8.968 3.098 7.030  0.10
H 7.650 2.886 5.899  0.10
H 10.131 4.632 5.440  0.08
H 8.514 5.211 5.854  0.07
H 8.797 4.455 4.288  0.06
C -6.119 -0.635 2.040  -0.11
C -5.096 -1.105 1.012  -0.29
C -3.791 -1.597 1.633  -0.23
C -3.007 -0.543 2.416  -0.22
C -2.654 0.700 1.603  -0.26
C -1.768 0.396 0.407  -0.11
H -5.753 0.219 2.613  0.07
H -7.043 -0.326 1.544  0.06
H -6.366 -1.437 2.738  0.08
H -4.897 -0.300 0.297  0.09
H -5.534 -1.926 0.435  0.08
H -3.161 -2.003 0.836  0.10
H -4.005 -2.438 2.301  0.11
H -2.089 -1.006 2.793  0.11
H -3.570 -0.236 3.302  0.10
H -2.139 1.408 2.258  0.11
H -3.563 1.206 1.263  0.10
H -0.830 -0.072 0.717  0.06
H -1.523 1.319 -0.122  0.08
H -2.267 -0.267 -0.301  0.06

As for the net charge: +1. For the lowest unoccupied orbital energy, the calculation gives -5.0 eV. The calculation puts the orbital gap at 6.587 eV. Its highest occupied orbital energy is -11.58 eV. The max |F| is 3.07 eV/A. The molecular weight comes out at 612.69 g/mol.



Which of these has the lowest molecular weight? C29H61BrN2O4P